# 1
Computed, not measured: a cluster of 13 separate species, C13H52N26O13 in total, with the ωB97M-V functional and the def2-TZVPD basis.

Properties
**LUMO energy**: 0.0048 Eh
**Charge**: 0
**M**: 780.73 g/mol
**ΔE to the lowest compared entry with this formula, charge and spin**: 36.28 kcal/mol
**HOMO level**: -9.224 eV
**HOMO-LUMO gap**: 9.4 eV

```
104
Properties=species:S:1:pos:R:3:lowdin_charge:R:1
C 13.122 -14.267 -2.865 -0.67
O 13.534 -15.377 -3.184 0.00
N 13.499 -13.138 -3.524 0.15
N 12.120 -14.102 -1.942 0.17
H 13.104 -12.242 -3.311 0.09
H 14.069 -13.209 -4.346 0.10
H 12.033 -14.945 -1.380 0.06
H 11.988 -13.278 -1.373 0.08
C 9.520 -21.181 5.175 -0.68
O 8.993 -22.275 5.157 0.03
N 9.347 -20.240 4.198 0.18
N 10.473 -20.818 6.102 0.14
H 8.948 -20.453 3.297 0.09
H 9.863 -19.380 4.283 0.04
H 10.747 -19.855 6.212 0.06
H 10.476 -21.374 6.940 0.10
C 9.481 -17.306 6.926 -0.68
O 10.338 -16.638 7.502 -0.01
N 8.684 -18.205 7.580 0.16
N 9.165 -17.151 5.614 0.18
H 8.931 -18.445 8.521 0.10
H 7.844 -18.539 7.143 0.06
H 9.721 -16.469 5.128 0.07
H 8.320 -17.578 5.233 0.04
C 10.228 -13.866 5.211 -0.69
O 9.036 -13.648 5.250 0.04
N 11.067 -13.831 6.298 0.15
N 10.937 -14.236 4.091 0.16
H 10.800 -13.747 7.260 0.10
H 11.937 -14.308 6.145 0.08
H 10.452 -14.316 3.213 0.08
H 11.934 -14.133 4.066 0.09
C 9.375 -12.751 -0.817 -0.68
O 10.129 -12.792 0.154 -0.02
N 8.863 -13.872 -1.394 0.15
N 8.956 -11.624 -1.474 0.17
H 8.909 -14.763 -0.930 0.07
H 8.548 -13.819 -2.364 0.06
H 9.307 -10.722 -1.210 0.10
H 8.396 -11.727 -2.299 0.09
C 4.535 -16.454 1.972 -0.65
O 4.069 -17.586 2.109 -0.02
N 5.192 -15.824 2.985 0.19
N 4.180 -15.635 0.929 0.17
H 5.304 -16.287 3.870 0.09
H 5.564 -14.907 2.794 0.10
H 4.322 -14.643 0.988 0.07
H 4.027 -16.162 0.088 0.09
C 13.688 -16.152 0.334 -0.66
O 12.581 -16.337 -0.144 0.01
N 14.796 -16.130 -0.454 0.17
N 13.918 -16.105 1.683 0.16
H 15.707 -15.927 -0.089 0.10
H 14.613 -16.098 -1.450 0.08
H 14.830 -16.223 2.084 0.09
H 13.139 -16.163 2.317 0.07
C 5.510 -18.493 5.540 -0.65
O 6.655 -18.114 5.288 -0.02
N 4.976 -18.409 6.782 0.17
N 4.729 -19.129 4.638 0.18
H 5.481 -17.925 7.503 0.11
H 4.004 -18.592 6.952 0.10
H 5.120 -19.171 3.705 0.06
H 4.025 -19.792 4.901 0.11
C 11.985 -18.162 3.870 -0.67
O 11.236 -17.436 3.222 -0.03
N 12.384 -17.909 5.154 0.19
N 12.550 -19.281 3.336 0.18
H 13.200 -18.342 5.546 0.11
H 12.144 -16.970 5.438 0.09
H 12.442 -19.462 2.354 0.12
H 12.797 -20.037 3.952 0.10
C 6.423 -14.834 -3.456 -0.64
O 7.383 -14.135 -3.740 0.02
N 5.620 -15.434 -4.418 0.14
N 6.123 -15.221 -2.186 0.18
H 5.997 -15.180 -5.319 0.10
H 4.629 -15.337 -4.271 0.09
H 6.638 -14.872 -1.394 0.06
H 5.491 -15.996 -2.116 0.09
C 6.287 -11.816 1.692 -0.68
O 5.844 -10.765 2.118 0.02
N 5.669 -12.616 0.765 0.15
N 7.384 -12.414 2.251 0.17
H 4.925 -12.257 0.198 0.10
H 6.205 -13.427 0.498 0.05
H 7.842 -11.934 3.003 0.10
H 7.803 -13.220 1.813 0.06
C 8.649 -16.089 1.351 -0.62
O 7.820 -15.374 0.766 -0.04
N 8.307 -16.868 2.420 0.19
N 9.978 -15.929 1.199 0.18
H 9.090 -17.379 2.794 0.06
H 7.343 -16.825 2.701 0.07
H 10.457 -15.084 0.929 0.08
H 10.508 -16.572 1.772 0.04
C 6.238 -20.691 1.508 -0.68
O 7.230 -21.395 1.607 0.03
N 5.021 -21.139 1.094 0.16
N 6.284 -19.347 1.740 0.15
H 4.179 -20.628 1.292 0.09
H 4.917 -22.069 0.735 0.10
H 5.449 -18.805 1.551 0.05
H 7.183 -18.900 1.721 0.08
```


# 2
Computed, not measured: the molecule C4H6N2, with the ωB97M-V functional and the def2-TZVPD basis.

Properties
**LUMO energy**: 0.0468 Eh
**Charge**: 0
**M**: 82.11 g/mol
**ΔE to the lowest compared entry with this formula, charge and spin**: 108.98 kcal/mol
**SMILES**: N1[C@H]2[C@@H]1[C@H]1N[C@@H]21
**HOMO level**: -9.198 eV
**HOMO-LUMO gap**: 10.5 eV

```
12
Properties=species:S:1:pos:R:3:lowdin_charge:R:1
N 0.512 -0.779 -1.244 0.04
C 0.140 -1.204 0.082 -0.21
C -0.770 -0.347 -0.742 -0.18
C -0.595 0.848 0.269 -0.28
N 0.723 1.348 0.381 0.05
C 0.299 -0.005 1.044 -0.12
H 1.173 -0.015 -1.101 0.07
H 0.194 -2.262 0.351 0.13
H -1.686 -0.577 -1.269 0.12
H -1.402 1.471 0.612 0.13
H 1.130 1.685 -0.509 0.11
H 0.282 -0.163 2.127 0.13
```


Question: What is the formula in the first record?
Answer: C13H52N26O13